DFT (ωB97M-V/def2-TZVPD) results for a 12-piece molecular cluster, C42H117FN10O18S overall in a non-equilibrium geometry.

Results
HOMO	-8.5	eV
LUMO energy	0.597	eV
total charge	0
F_max	0.0659	hartree/bohr
spin multiplicity	1
ΔE to the lowest compared entry with this formula, charge and spin	0.000	eV

Geometry (Å):
N1 0.668628 -1.597123 -2.728055
H1 0.526914 -1.361030 -1.756318
H2 1.634227 -1.395498 -2.944992
H3 0.062201 -1.018955 -3.292033
H4 0.404337 -2.571641 -2.751687
N2 2.954488 0.102716 -0.705126
H5 2.027468 0.468164 -0.870018
H6 2.952006 -0.486801 0.114976
H7 3.634495 0.847350 -0.648471
H8 3.229967 -0.449738 -1.504504
N3 -3.438652 1.375396 0.748172
H9 -2.632643 1.031141 0.246221
H10 -3.091877 2.177648 1.254366
H11 -3.680913 0.626503 1.381073
H12 -4.208485 1.642141 0.151269
S1 -0.449087 0.289280 -0.061544
O1 0.028189 -1.041744 -0.448467
O2 0.638471 1.215205 -0.298349
O3 -1.638517 0.632530 -0.813769
O4 -0.887600 0.339530 1.327613
F1 3.345652 -1.298557 -2.897254
C1 -2.253452 -3.775432 -3.926169
O5 -1.741850 -2.465017 -4.162086
C2 -2.638457 -1.406263 -3.784605
C3 -2.059640 -0.149203 -4.319469
N4 -1.016507 0.436536 -3.413554
C4 -0.193479 1.511063 -4.041778
C5 0.813432 0.967575 -5.094233
O6 1.505893 2.028187 -5.765558
C6 2.385773 2.739394 -4.908681
H13 -1.578527 -4.462657 -4.436376
H14 -3.175004 -3.960582 -4.478047
H15 -2.454676 -3.986078 -2.875818
H16 -2.896984 -1.456145 -2.726881
H17 -3.541536 -1.647905 -4.345109
H18 -2.851784 0.585141 -4.465658
H19 -1.664459 -0.377360 -5.309352
H20 -1.299495 0.612116 -2.460031
H21 0.348587 1.917639 -3.187981
H22 -0.799530 2.336124 -4.416064
H23 0.356160 0.403162 -5.906914
H24 1.573590 0.298866 -4.690391
H25 3.199250 2.151611 -4.483402
H26 1.847313 3.089007 -4.027797
H27 2.782161 3.558563 -5.508619
C7 3.981055 3.735741 3.184437
O7 4.326563 3.506783 1.832050
C8 3.231038 3.280121 0.960843
C9 3.777418 3.195382 -0.465535
N5 4.811456 2.158465 -0.568915
C10 5.520194 2.304129 -1.835937
C11 6.825878 1.578305 -1.635150
O8 7.746828 2.418054 -0.941896
C12 8.858495 1.798267 -0.281901
H28 3.620295 2.808461 3.629514
H29 3.307037 4.581126 3.322719
H30 4.886432 4.035282 3.712336
H31 2.477644 4.060811 1.065774
H32 2.682525 2.359111 1.158253
H33 4.237385 4.148756 -0.725562
H34 3.018623 3.174397 -1.247764
H35 5.566487 2.234058 0.097643
H36 5.645503 3.368366 -2.035423
H37 4.969731 1.869677 -2.670411
H38 7.389248 1.237673 -2.503869
H39 6.576014 0.580825 -1.273611
H40 9.234659 1.034692 -0.962747
H41 8.651887 1.454666 0.731677
H42 9.654891 2.513231 -0.075291
C13 -2.122606 -6.286357 -0.215449
O9 -0.975001 -6.091774 -1.135166
C14 -0.245143 -4.908005 -0.760251
C15 1.016478 -4.720784 -1.592254
N6 0.673224 -4.402171 -2.967931
C16 1.784923 -4.690941 -3.886930
C17 1.507621 -4.195180 -5.321689
O10 0.445479 -4.924306 -5.869031
C18 0.520168 -6.330066 -5.829226
H43 -2.718326 -7.166301 -0.458151
H44 -2.706903 -5.371249 -0.119067
H45 -1.774307 -6.554773 0.781920
H46 0.112956 -4.965512 0.267643
H47 -0.829529 -3.988172 -0.782613
H48 1.453419 -5.718674 -1.554826
H49 1.696879 -4.037374 -1.084209
H50 -0.148375 -4.952022 -3.174687
H51 2.034137 -5.752060 -3.891489
H52 2.699844 -4.197891 -3.558415
H53 2.434999 -4.301266 -5.884567
H54 1.255334 -3.138453 -5.409764
H55 0.394586 -6.758832 -4.834991
H56 1.451627 -6.748647 -6.210395
H57 -0.315378 -6.745328 -6.392709
C19 -0.684357 4.722234 -2.030719
O11 -2.054057 5.079955 -2.101978
C20 -2.821935 4.321606 -3.103398
C21 -3.360755 2.996606 -2.493922
N7 -4.144584 3.143815 -1.294218
C22 -5.487291 3.598605 -1.567262
C23 -6.282505 3.776796 -0.263984
O12 -6.570191 2.511547 0.279589
C24 -7.029655 2.552762 1.619643
H58 -0.605438 3.690978 -1.686640
H59 -0.145757 5.350150 -1.320976
H60 -0.123235 4.911908 -2.945739
H61 -2.161223 3.997056 -3.907272
H62 -3.707004 4.843075 -3.467864
H63 -2.523012 2.321458 -2.319374
H64 -3.954360 2.507609 -3.266327
H65 -3.636847 3.812278 -0.732566
H66 -6.010719 2.903888 -2.224149
H67 -5.527588 4.578975 -2.041976
H68 -7.274799 4.207790 -0.396992
H69 -5.750233 4.410012 0.445825
H70 -6.248058 2.839832 2.323060
H71 -7.326104 1.533200 1.866057
H72 -7.870300 3.237595 1.731038
C25 1.604233 1.223887 6.625755
O13 1.045697 2.460376 6.244748
C26 -0.153886 2.217757 5.459783
C27 0.152467 1.696047 4.021073
N8 -0.910561 2.192408 3.141920
C28 -0.660729 3.502435 2.572798
C29 -1.707091 3.902950 1.496021
O14 -3.111024 3.873683 1.841806
C30 -3.454833 4.615494 2.949060
H73 0.904716 0.627011 7.211006
H74 2.480597 1.378054 7.255286
H75 1.910976 0.573547 5.806572
H76 -0.565964 3.220485 5.346525
H77 -0.965473 1.605894 5.853560
H78 0.217202 0.607982 4.024920
H79 1.112740 2.041370 3.638017
H80 -0.858565 1.521394 2.388841
H81 0.253743 3.434107 1.983588
H82 -0.669707 4.300918 3.314727
H83 -1.577708 3.365323 0.556705
H84 -1.501796 4.910109 1.133259
H85 -4.519707 4.439002 3.100719
H86 -3.379832 5.701785 2.899489
H87 -2.890618 4.212630 3.790162
C31 -0.098262 -2.164829 6.187556
O15 -1.229716 -1.474793 5.690802
C32 -1.482304 -1.609415 4.299792
C33 -2.757256 -0.880909 3.863799
N9 -3.002745 -0.702778 2.405391
C34 -3.196377 -1.959181 1.720948
C35 -3.762412 -1.740220 0.335636
O16 -5.064019 -1.078017 0.328731
C36 -5.564435 -0.731608 -0.870506
H88 0.037741 -2.126546 7.268364
H89 0.852330 -1.821396 5.779470
H90 -0.059360 -3.204334 5.861954
H91 -1.525492 -2.674569 4.072451
H92 -0.644039 -1.260236 3.696889
H93 -2.807931 0.096450 4.343684
H94 -3.596795 -1.378533 4.349235
H95 -2.226342 -0.160853 2.053806
H96 -3.806516 -2.648311 2.304841
H97 -2.241860 -2.465786 1.578276
H98 -3.955902 -2.701408 -0.140594
H99 -3.018885 -1.192433 -0.243323
H100 -6.453069 -0.100394 -0.872635
H101 -5.748400 -1.580085 -1.529557
H102 -4.872499 -0.077079 -1.400523
C37 0.650488 -5.928330 3.538546
O17 1.536756 -5.172230 2.770679
C38 1.142160 -3.814129 2.562787
C39 2.208047 -3.110236 1.689003
N10 1.940661 -1.765429 1.190882
C40 1.966304 -0.702802 2.254815
C41 3.382371 -0.442956 2.827173
O18 4.253917 0.278183 1.877989
C42 5.582283 0.393252 2.465699
H103 0.340807 -5.459265 4.472444
H104 1.188770 -6.843003 3.787018
H105 -0.219623 -6.332652 3.021320
H106 1.104848 -3.257854 3.499415
H107 0.174963 -3.821811 2.060223
H108 2.437126 -3.783700 0.863135
H109 3.109710 -3.067315 2.299952
H110 1.005876 -1.680343 0.817989
H111 1.286139 -0.894313 3.084756
H112 1.543140 0.257429 1.959891
H113 3.828705 -1.292712 3.343703
H114 3.239597 0.308318 3.603892
H115 5.438719 0.938828 3.398338
H116 6.207661 0.967638 1.782253
H117 6.050806 -0.576786 2.631895

Atoms 1-6, force components in eV/Å:
0.248 -0.410 -0.753
-0.168 0.686 0.447
1.757 -0.475 -0.372
-0.601 0.388 -0.033
0.327 -0.902 -0.966
0.132 -0.097 -0.211